1.
# C8H24BBrNO6P2

A 2-piece molecular cluster, C8H24BBrNO6P2 overall (ωB97M-V with the def2-TZVPD basis set, the Open Molecules 2025 dataset).

Element x y z (Å)
O1 7.397 -0.118 0.654
P1 6.564 0.822 1.360
O2 6.012 0.161 2.701
O3 7.357 2.092 1.812
B1 5.145 1.288 0.153
Br1 5.627 1.620 -1.641
P2 3.235 1.433 0.532
O4 2.844 -0.129 0.961
O5 3.093 2.340 1.899
H1 5.908 -0.786 2.516
H2 7.535 2.069 2.768
H3 3.616 -0.526 1.396
H4 2.376 1.949 2.423
C1 -0.480 -1.237 0.901
C2 -1.731 -0.400 0.746
N1 -1.745 0.513 -0.455
C3 -0.583 1.457 -0.346
C4 -2.969 1.399 -0.402
C5 -4.330 0.731 -0.518
C6 -1.569 -0.194 -1.782
C7 -2.487 -1.345 -2.140
O6 -2.345 -2.409 -1.231
C8 -3.485 -3.262 -1.163
H5 0.401 -0.634 1.108
H6 -0.618 -1.901 1.752
H7 -0.281 -1.858 0.033
H8 -1.846 0.256 1.611
H9 -2.610 -1.028 0.694
H10 -0.628 1.946 0.624
H11 -0.667 2.186 -1.145
H12 0.345 0.910 -0.454
H13 -2.850 2.133 -1.197
H14 -2.900 1.918 0.551
H15 -4.611 0.566 -1.554
H16 -5.078 1.409 -0.110
H17 -4.408 -0.204 0.030
H18 -0.543 -0.554 -1.783
H19 -1.659 0.585 -2.538
H20 -2.177 -1.690 -3.135
H21 -3.527 -1.034 -2.228
H22 -4.045 -3.265 -2.099
H23 -4.143 -2.941 -0.348
H24 -3.139 -4.270 -0.954

Output
Net charge: +1


2.
# C8H24Cu3O16S2

C8H24Cu3O16S2 as an isolated structure (ωB97M-V with the def2-TZVPD basis set, the Open Molecules 2025 dataset).

Element x y z (Å)
Cu1 -0.973 -1.019 3.310
Cu2 -1.896 -3.639 -0.879
Cu3 -5.217 -0.195 0.916
S1 -3.586 -2.797 2.224
O1 -4.289 -3.963 2.778
O2 -2.481 -2.380 3.097
O3 -3.092 -3.122 0.895
O4 -4.598 -1.764 2.023
S2 -1.841 -0.289 0.088
O5 -1.151 0.777 -0.646
O6 -3.282 -0.047 0.185
O7 -1.648 -1.536 -0.664
O8 -1.346 -0.307 1.489
C1 3.572 -1.159 -1.289
C2 2.543 -0.257 -0.626
O9 1.567 -0.894 0.184
O10 4.827 -1.151 -0.569
H1 3.780 -0.728 -2.266
H2 3.289 -2.212 -1.240
H3 2.065 0.298 -1.444
H4 3.048 0.538 -0.068
H5 0.770 -0.353 0.177
H6 5.440 -0.628 -1.092
C3 -0.823 1.861 -3.897
C4 -0.630 3.242 -3.197
O11 -1.290 3.333 -1.963
O12 -0.453 0.749 -3.147
H7 -0.063 1.958 -4.677
H8 -1.776 1.896 -4.432
H9 -0.972 4.099 -3.786
H10 0.429 3.535 -3.110
H11 -1.302 2.454 -1.485
H12 -0.837 0.713 -2.220
C5 0.620 -3.854 2.096
C6 1.338 -4.074 0.778
O13 0.455 -3.744 -0.301
O14 0.483 -2.418 2.395
H13 1.187 -4.261 2.934
H14 -0.375 -4.290 2.164
H15 1.696 -5.107 0.738
H16 2.243 -3.469 0.667
H17 1.070 -3.646 -1.040
H18 1.225 -2.045 1.882
C7 0.941 3.875 0.809
C8 0.033 4.702 1.734
O15 -1.307 4.276 1.723
O16 0.718 2.500 1.065
H19 1.988 4.079 1.038
H20 0.782 4.220 -0.220
H21 0.074 5.714 1.318
H22 0.453 4.818 2.736
H23 -1.354 3.476 2.256
H24 -0.055 2.233 0.560

Output
Multiplicity: 4
Net charge: +2
⟨S²⟩: 3.771


Taking the records one at a time from the top gives E values of -111753.1232, -197009.9914 eV.